174
Properties=species:S:1:pos:R:3:forces:R:3:lowdin_charge:R:1 method="wB97M-V/def2-TZVPD" relative_energy_kj_mol=0.0 smiles=COC[C@H](C)N.COC[C@H](C)N.COC[C@H](C)N.COC[C@H](C)N.COC[C@H](C)N.COC[C@H](C)N.CC(C)O.CC(C)O.CC(C)O.CC(C)O.CC(C)O.CC(C)O lumo_ev=0.4 homo_lumo_gap_ha=0.343
C 3.62229 0.28320 1.07698 0.30 -1.01 0.59 -0.116
O 4.91464 0.16712 0.50141 0.11 0.00 0.60 -0.208
C 5.92600 -0.20283 1.47449 -0.68 0.56 -1.53 -0.174
C 7.19336 -0.55429 0.68331 -1.99 -0.10 -1.37 -0.479
C 6.96215 -1.96841 0.13261 0.44 0.22 0.17 -0.054
N 8.26187 -0.53519 1.58875 1.80 0.21 1.53 0.025
H 3.52188 1.01497 1.88741 0.29 0.47 -0.35 0.094
H 3.42007 -0.66676 1.58558 -0.37 -0.22 -0.09 0.079
H 2.87002 0.43222 0.30374 0.24 0.18 -0.07 0.063
H 6.03436 0.64626 2.14341 0.31 0.10 0.33 0.123
H 5.64594 -1.10572 2.03640 -0.21 0.26 0.06 0.122
H 7.37549 0.14979 -0.15132 -0.60 -0.10 0.12 0.135
H 6.86099 -2.59999 1.00498 0.13 -0.44 0.22 0.069
H 7.83858 -2.27576 -0.42513 0.16 -0.27 -0.23 0.070
H 6.07158 -2.13122 -0.47659 0.07 0.54 -0.05 0.079
H 9.13794 -0.86331 1.18681 -0.24 0.10 0.06 0.085
H 8.40281 0.42452 1.91372 0.17 -0.47 -0.03 0.088
C 0.96190 3.07740 5.57130 -0.52 -0.30 0.19 -0.117
O 1.22656 2.48149 4.33379 -0.46 -0.01 -1.05 -0.203
C 0.00120 2.14762 3.62692 1.37 -0.07 0.79 -0.163
C -0.71927 0.87794 4.14034 0.20 1.45 0.35 -0.407
C 0.24863 -0.28430 4.18371 0.37 0.08 0.07 -0.040
N -1.89567 0.82268 3.26861 1.24 -0.19 0.11 0.072
H 1.89602 3.18480 6.14494 -0.44 -0.13 -0.25 0.098
H 0.24861 2.39268 6.02885 0.11 0.24 1.05 0.073
H 0.45068 4.04569 5.47383 0.24 0.04 -0.08 0.092
H -0.68922 2.99752 3.60544 0.10 -0.01 0.04 0.113
H 0.38903 1.95013 2.62888 -0.35 -0.02 -0.33 0.123
H -1.08026 1.03411 5.16716 0.02 0.13 -0.15 0.132
H 1.14978 0.01139 4.74438 -0.40 -0.04 0.05 0.086
H 0.63637 -0.54349 3.19369 -0.35 -0.24 -0.07 0.070
H -0.21684 -1.12361 4.69672 0.13 -0.33 -0.23 0.069
H -2.46038 0.01962 3.48944 -0.36 -0.58 -0.20 0.044
H -1.50047 0.73254 2.33382 -0.69 -0.28 -0.28 0.063
C -7.18914 -3.17076 2.55952 0.68 0.19 0.55 -0.080
O -5.93665 -3.15438 3.25554 -0.76 0.00 -0.16 -0.211
C -4.85586 -3.11728 2.34733 0.38 0.18 0.80 -0.209
C -3.55605 -3.02322 3.16965 -0.09 -0.16 -0.23 -0.432
C -3.34740 -4.25545 4.03592 -0.23 -0.40 -0.75 -0.054
N -3.61186 -1.81745 3.98226 0.55 0.38 -0.20 0.050
H -7.95790 -3.21172 3.32043 -0.18 0.01 0.07 0.085
H -7.25552 -4.06267 1.93554 -0.05 0.01 -0.21 0.086
H -7.31257 -2.25355 1.96463 0.02 -0.23 -0.02 0.091
H -4.84573 -4.07761 1.80099 0.06 0.62 -0.45 0.125
H -4.97602 -2.18310 1.75391 0.27 -0.78 -0.31 0.126
H -2.74961 -2.94701 2.43425 0.12 0.04 0.02 0.113
H -4.19675 -4.32027 4.71355 0.14 -0.19 0.23 0.081
H -2.39484 -4.24210 4.57371 -0.18 0.14 0.01 0.078
H -3.34974 -5.13441 3.37830 0.05 -0.07 0.28 0.082
H -2.99634 -1.91285 4.79072 -0.38 0.04 -0.15 0.085
H -4.56549 -1.73649 4.28807 -0.30 0.20 0.53 0.070
C 5.60562 4.35394 -0.49492 0.50 0.29 1.18 -0.118
O 4.26622 4.29488 -0.02265 -0.35 -0.46 -1.09 -0.175
C 3.54610 3.27665 -0.73597 0.44 0.10 -1.26 -0.177
C 3.02810 3.69221 -2.18526 -0.04 -0.09 1.64 -0.373
C 2.07274 4.89739 -2.08464 0.88 0.05 -0.02 -0.044
N 2.54736 2.43596 -2.77640 0.44 0.65 0.19 0.053
H 6.10831 3.39064 -0.35627 -0.09 -0.11 0.01 0.080
H 6.11474 5.08073 0.15719 -0.13 -0.16 -0.31 0.092
H 5.77732 4.64840 -1.53295 -0.55 0.13 -0.11 0.080
H 4.25286 2.45988 -0.92693 -0.24 -0.19 0.22 0.084
H 2.71604 2.87734 -0.13141 0.18 0.51 -0.05 0.121
H 3.88860 4.04791 -2.75452 0.13 -0.10 -0.07 0.119
H 1.91436 5.29886 -3.08279 -0.45 -0.01 -0.11 0.070
H 2.65727 5.66438 -1.55715 -0.27 -0.04 0.04 0.078
H 1.13383 4.75742 -1.53807 0.15 -0.31 -0.24 0.062
H 1.90663 2.02391 -2.11578 -0.55 -0.22 0.03 0.031
H 2.04605 2.57789 -3.64469 -0.27 0.29 0.07 0.071
C -2.73523 -0.52737 0.18728 -0.93 0.22 -0.17 -0.100
O -1.57463 0.22723 0.35422 0.43 -0.12 1.07 -0.250
C -0.36685 -0.46692 0.06845 -0.61 0.67 -0.79 -0.158
C -0.08142 -0.15508 -1.41546 0.23 -1.77 0.80 -0.430
C 1.20618 -0.90461 -1.77632 -0.07 -0.40 -0.27 -0.043
N 0.00304 1.26652 -1.56284 -0.10 0.80 -0.35 0.080
H -3.54406 0.17550 0.44197 -0.02 -0.39 -0.20 0.098
H -2.81937 -1.40428 0.83780 0.31 0.08 0.14 0.072
H -2.84804 -0.88804 -0.84396 -0.02 0.10 0.16 0.066
H 0.42001 -0.02914 0.71086 -0.20 -0.20 -0.30 0.120
H -0.47825 -1.54329 0.27955 0.15 0.25 -0.15 0.122
H -0.92553 -0.55567 -2.01515 0.23 -0.06 0.27 0.120
H 0.97948 -1.77188 -2.40870 0.22 0.43 -0.27 0.070
H 1.67039 -1.37186 -0.89976 0.07 0.34 0.12 0.064
H 1.92693 -0.22918 -2.23483 0.08 -0.26 -0.18 0.065
H -0.73091 1.68099 -0.99807 0.05 0.06 0.14 0.041
H -0.26904 1.51452 -2.51441 0.36 0.16 0.04 0.055
C -4.80358 -3.37395 -1.23254 -0.85 -0.47 -0.02 -0.124
O -3.46070 -3.39786 -0.84591 0.17 -0.09 -0.21 -0.208
C -2.89383 -4.69660 -0.86717 -0.28 -0.03 0.03 -0.214
C -1.44019 -4.65329 -0.46259 -0.10 0.15 0.22 -0.442
C -0.68196 -3.81224 -1.49049 -0.20 -0.13 0.04 -0.049
N -1.00853 -6.03662 -0.30936 -0.12 0.02 -0.01 0.049
H -5.02035 -3.71038 -2.25694 0.59 0.10 -0.19 0.095
H -5.18999 -2.35929 -1.14153 0.14 -0.05 0.19 0.066
H -5.41493 -4.06346 -0.62682 0.11 0.26 0.25 0.084
H -3.47162 -5.37174 -0.22159 0.07 0.04 0.02 0.127
H -2.89106 -5.10994 -1.88753 -0.36 0.04 -0.07 0.133
H -1.33706 -4.18513 0.53805 -0.17 -0.02 -0.41 0.129
H 0.33710 -3.66105 -1.15937 0.25 0.21 0.00 0.054
H -1.20946 -2.86298 -1.63693 0.30 -0.01 0.11 0.065
H -0.63895 -4.30534 -2.46752 -0.07 -0.14 0.11 0.094
H -0.00483 -6.05522 -0.14722 -0.17 -0.33 -0.42 0.031
H -1.26726 -6.59354 -1.12953 0.46 0.27 0.32 0.083
C -1.51894 3.51190 0.50419 -0.69 0.43 -0.18 -0.062
C -1.86943 4.79393 1.27324 1.03 0.36 -0.93 -0.506
C -1.40514 5.98116 0.41243 -0.40 0.15 0.04 -0.057
O -3.21931 5.02179 1.54326 -0.71 -0.30 0.07 -0.054
H -1.99899 3.46506 -0.49077 -0.07 0.23 0.36 0.087
H -1.84754 2.64392 1.06155 0.26 -0.33 0.04 0.047
H -0.44574 3.54237 0.31404 0.11 -0.40 0.24 0.071
H -1.32476 4.74583 2.22664 0.19 0.19 -0.08 0.126
H -1.52713 6.91263 0.98068 -0.08 -0.12 -0.37 0.080
H -2.01612 5.98497 -0.50985 -0.06 0.22 0.55 0.087
H -0.38454 5.93025 0.03730 0.25 -0.24 0.40 0.056
H -3.50169 4.36777 2.21710 0.25 0.08 -0.32 0.050
C 3.87669 -4.69041 0.76900 -0.79 0.75 0.82 -0.049
C 2.56377 -5.46794 0.95554 0.67 0.04 1.22 -0.516
C 1.53347 -4.64706 1.73130 0.50 0.32 -0.70 -0.044
O 2.02313 -5.81325 -0.27592 -0.31 -0.35 -1.13 -0.056
H 3.58086 -3.76329 0.25321 0.42 -0.11 0.10 0.082
H 4.70368 -5.15583 0.23143 -0.33 -0.36 -0.08 0.078
H 4.23488 -4.43902 1.77842 0.13 0.12 -0.33 0.083
H 2.74048 -6.38530 1.52122 0.21 -0.15 0.19 0.134
H 0.58225 -5.16492 1.87364 0.24 -0.11 0.14 0.075
H 1.33996 -3.74829 1.13827 -0.12 0.11 0.09 0.069
H 1.98240 -4.33041 2.67015 -0.24 -0.07 0.19 0.083
H 2.71299 -6.32358 -0.71072 -0.23 -0.07 -0.39 0.104
C -5.34146 1.35763 2.87477 -0.65 0.58 0.32 -0.049
C -4.80521 2.56746 3.69148 -0.87 -0.55 -0.17 -0.484
C -4.84241 2.28988 5.18778 -0.55 0.35 0.12 -0.059
O -3.54044 2.93849 3.25651 -0.10 1.83 -0.22 -0.097
H -5.51265 1.61183 1.81317 0.31 -0.06 0.43 0.080
H -6.32025 1.13843 3.30970 -0.12 -0.22 -0.19 0.070
H -4.74317 0.44301 2.96655 0.15 0.35 0.00 0.043
H -5.50251 3.43813 3.54470 0.69 -0.66 -0.24 0.152
H -4.57284 3.19003 5.76139 0.19 -0.38 -0.21 0.086
H -4.24362 1.43443 5.47645 0.38 -0.10 0.04 0.067
H -5.87207 2.05442 5.45722 -0.11 -0.05 0.12 0.073
H -2.88705 2.22252 3.28399 0.28 -1.03 0.12 0.020
C -3.38643 1.18611 -2.89901 -0.48 -0.49 -0.07 -0.033
C -4.20583 -0.08474 -3.22207 -0.50 0.54 0.86 -0.495
C -5.58480 -0.04913 -2.54300 0.50 -0.27 -0.48 -0.058
O -4.32732 -0.20205 -4.62894 -0.21 -0.26 -0.14 -0.046
H -3.27905 1.30518 -1.80543 0.40 -0.32 -0.50 0.071
H -3.89026 2.12083 -3.20662 0.10 -0.58 -0.30 0.095
H -2.43805 1.06049 -3.43828 0.00 0.45 0.44 0.062
H -3.70412 -0.98501 -2.82948 0.29 0.27 -0.07 0.115
H -6.15573 0.80270 -2.91332 -0.07 0.00 0.22 0.088
H -5.42801 -0.01757 -1.46955 -0.17 0.30 0.25 0.063
H -6.13212 -0.97735 -2.74338 -0.05 0.14 -0.13 0.070
H -4.89623 -0.97284 -4.78023 0.24 0.31 -0.18 0.092
C 0.36994 2.19812 -6.97122 -0.62 -0.78 0.13 -0.040
C -0.25124 1.72845 -5.60819 0.55 -0.93 -1.55 -0.493
C 0.44105 0.46616 -5.11043 -0.17 0.20 -0.41 -0.040
O -0.13826 2.70961 -4.61740 -0.35 0.87 0.31 -0.062
H 0.23664 1.39467 -7.71593 0.18 0.13 0.33 0.079
H 1.43695 2.37701 -6.84756 0.05 0.00 0.08 0.077
H -0.07471 3.07551 -7.45513 -0.14 0.06 0.55 0.070
H -1.30669 1.43707 -5.70824 0.00 0.31 -0.37 0.130
H 0.37388 -0.31618 -5.86035 -0.09 -0.09 -0.18 0.088
H -0.10863 0.11637 -4.24609 0.17 -0.19 0.41 0.056
H 1.50063 0.60168 -4.91080 0.10 0.14 0.25 0.070
H -0.74956 3.40306 -4.90522 0.31 0.13 0.44 0.107
C 6.01308 1.41951 -2.91707 -0.28 0.51 -0.18 -0.052
C 5.42122 1.09293 -4.29328 0.54 -1.30 -0.45 -0.485
C 6.19512 -0.06155 -4.95827 -0.34 0.51 -0.24 -0.066
O 4.06228 0.68591 -4.26965 0.42 -0.12 0.00 -0.090
H 5.75715 2.46693 -2.77739 0.12 0.15 0.63 0.046
H 7.10743 1.33341 -2.87772 -0.23 0.00 -0.25 0.082
H 5.60002 0.83329 -2.09287 -0.12 -0.11 -0.19 0.071
H 5.52145 2.00201 -4.92319 0.03 -0.37 0.11 0.134
H 7.20226 0.27544 -5.16055 0.42 -0.02 -0.07 0.066
H 5.73334 -0.32778 -5.90890 -0.06 0.06 -0.05 0.071
H 6.23872 -0.97453 -4.36320 -0.12 0.18 0.29 0.077
H 3.58753 1.25197 -3.63618 -0.19 0.31 0.31 0.006